Record 1
Entry from the Open Molecules 2025 dataset: 3 unconnected molecules or ions with the total composition C4H15NO2 (wB97M-V/def2-TZVPD).

```
22
Properties=species:S:1:pos:R:3:nbo_charge:R:1
C 1.52584 0.74391 2.16198 -0.62
C 1.08149 1.60384 0.99523 -0.40
C 0.42485 0.78796 -0.11866 -0.05
C 0.05842 1.69141 -1.28848 -0.62
N -0.80778 0.18217 0.45964 -0.90
H 0.89208 -0.13596 2.26084 0.22
H 2.54276 0.37923 2.02910 0.20
H 1.44558 1.25516 3.11566 0.21
H 1.96885 2.11786 0.61575 0.21
H 0.30222 2.31508 1.27883 0.19
H 1.02203 -0.06290 -0.45830 0.19
H -0.52768 1.15039 -2.04256 0.19
H -0.56415 2.54737 -1.02071 0.21
H 0.93749 2.04711 -1.83390 0.21
H -1.40247 -0.23059 -0.25079 0.39
H -1.32724 0.86318 0.99658 0.36
O -1.84770 -1.51685 -1.78350 -0.96
H -1.20705 -0.96492 -2.22944 0.47
H -1.46332 -2.37797 -1.56188 0.50
O -0.14143 -2.82490 -0.08028 -0.98
H 0.39943 -3.20652 0.62131 0.48
H -0.38604 -1.93949 0.23974 0.50
```


Record 2
Entry from the Open Molecules 2025 dataset: 3 unconnected molecules or ions with the total composition C4H15NO2 (wB97M-V/def2-TZVPD).

```
22
Properties=species:S:1:pos:R:3:nbo_charge:R:1
C 0.29086 0.89545 -1.03696 -0.62
C 1.11625 1.29570 0.22072 -0.39
C 1.49728 0.21384 1.20642 -0.03
C 2.06628 0.72313 2.55225 -0.62
N 0.38003 -0.67477 1.51242 -0.89
H -0.65065 0.69178 -0.51712 0.20
H 0.68703 0.05557 -1.59678 0.22
H 0.12455 1.83107 -1.56700 0.22
H 2.04909 1.76846 -0.09638 0.20
H 0.60582 2.04394 0.85097 0.20
H 2.29754 -0.41924 0.75616 0.15
H 2.59224 1.63640 2.26761 0.21
H 2.64252 0.02287 3.14381 0.22
H 1.26489 1.20060 3.13686 0.21
H -0.29384 -0.79354 0.79546 0.37
H 0.39950 -1.30832 2.28466 0.38
O -1.50268 -5.58115 -0.36207 -0.92
H -1.10257 -6.30190 -0.83209 0.46
H -2.32259 -5.60054 -0.85560 0.46
O -4.08827 3.18627 -3.94482 -0.92
H -3.37942 2.60894 -3.64240 0.46
H -4.67389 2.50543 -4.27612 0.46
```


For each record above, in turn, the calculated total energy values are -9976.6365, -9975.5150 eV.